57
Properties=species:S:1:pos:R:3:mulliken_charge:R:1 method="wB97M-V/def2-TZVPD" e_lumo_ev="3.887 / 3.887" energy_ha=-2800.5207 multiplicity=1 total_charge=-2 e_homo_ev="0.2 / -0.2" relative_energy_kj_mol=15.0
Tl 0.5782 -1.2294 -2.3104 0.347
S -0.2092 -5.5607 0.3438 -0.468
S -2.9376 2.8180 -2.6116 -0.203
S -4.1578 4.7660 0.9458 -0.201
S -0.8785 4.6468 -0.2809 -0.192
N 1.5059 -3.1589 -0.8140 -0.437
N 3.2477 -2.5671 -2.7966 -0.173
N 0.7782 -3.0586 0.3861 0.085
N -1.0429 -3.4035 1.6738 -0.437
C -0.0584 -0.3400 -0.2184 -1.513
C 2.7642 -3.5733 -0.6781 0.479
C 0.3995 0.8447 1.9299 -0.560
C 5.8478 -3.5855 -2.7902 -0.320
C 3.6750 -3.3414 -1.7392 0.301
C 3.2304 -4.2858 0.5653 -1.311
C -3.8670 4.1749 -1.8365 -0.589
C 5.0137 -3.8420 -1.7376 -0.700
C -2.2177 0.4099 2.7504 -0.552
C -4.6070 3.8158 -0.5389 -0.654
C -1.9201 2.1927 -1.2595 0.945
C -1.3392 1.0584 3.6292 -0.563
C -0.4703 0.1333 0.9927 1.416
C 4.0801 -2.3408 -3.7933 -0.186
C -1.8370 -0.0175 1.4977 -0.782
C -0.6578 2.9636 -0.9189 -0.121
C -1.3814 4.3437 1.4276 -0.318
C -2.7928 3.8204 1.6791 0.319
C -0.1431 -3.9330 0.7828 0.206
C 5.3847 -2.8166 -3.8782 -0.744
C -0.0252 1.2568 3.1682 -0.327
H 6.0079 -2.5875 -4.7326 0.334
H 1.4291 1.0127 1.6303 0.289
H 0.5139 -2.0584 0.5052 0.015
H -5.6735 4.0133 -0.6606 0.351
H 2.3794 -4.6138 1.1552 0.308
H 3.8177 -5.1696 0.3091 0.361
H -0.0367 3.0723 -1.8096 0.395
H -3.2483 0.2412 3.0578 0.319
H -4.5895 4.4580 -2.6056 0.340
H -4.5174 2.7554 -0.3034 0.381
H -2.8844 2.7767 1.3865 -0.762
H 5.3740 -4.4245 -0.9002 0.179
H 0.6929 1.7586 3.8143 0.329
H -2.9684 3.8271 2.7564 0.512
H 3.6821 -1.7199 -4.5962 0.364
H -1.8458 -3.9832 1.8370 0.226
H -1.1979 -2.4007 1.6497 0.322
H -1.6521 1.3783 4.6150 0.352
H -0.6784 3.6399 1.8816 0.055
H -1.6159 1.1704 -1.5038 -0.005
H 6.8621 -3.9722 -2.7806 0.367
H -1.2597 5.3128 1.9166 0.391
H -2.5608 -0.5121 0.8556 0.353
H -3.2092 5.0213 -1.6636 0.380
H 3.8565 -3.6379 1.1882 0.223
H -0.0887 2.3845 -0.1892 -0.177
H -2.5513 2.0663 -0.3829 -0.953